This record from OMol25 describes a 9-piece molecular cluster, C36H45F27O18 overall. The level of theory is wB97M-V/def2-TZVPD.

Each line ends with the Mulliken charge.
CARTESIAN COORDINATES (ANGSTROEM)
1 C -2.029 0.754 8.719  -1.44
2 C -1.557 -0.347 7.807  -0.06
3 O -2.101 -0.243 6.491  -0.13
4 C -3.417 -0.413 6.228  0.24
5 O -4.261 -0.606 7.088  -0.55
6 C -3.813 -0.453 4.698  1.00
7 F -4.553 0.575 4.362  -0.24
8 F -2.692 -0.367 4.061  -0.26
9 F -4.494 -1.590 4.389  -0.25
10 H -1.538 0.671 9.689  0.41
11 H -3.087 0.689 8.975  0.38
12 H -1.762 1.735 8.328  0.31
13 H -1.706 -1.360 8.182  0.38
14 H -0.485 -0.249 7.635  0.24
15 C -1.794 -4.111 1.196  -0.76
16 C -0.713 -4.406 0.165  -0.14
17 O 0.531 -4.141 0.842  0.00
18 C 1.685 -4.626 0.393  0.33
19 O 1.814 -5.316 -0.641  -0.60
20 C 2.935 -4.135 1.192  0.88
21 F 3.391 -3.079 0.517  -0.23
22 F 2.517 -3.756 2.379  -0.20
23 F 3.928 -5.006 1.340  -0.26
24 H -1.772 -4.734 2.089  0.37
25 H -2.758 -4.262 0.710  0.34
26 H -1.725 -3.062 1.486  -0.09
27 H -0.758 -3.657 -0.625  -0.04
28 H -0.678 -5.364 -0.354  0.53
29 C 8.964 3.287 -5.008  -1.14
30 C 8.758 2.379 -3.819  -0.24
31 O 7.384 2.245 -3.559  -0.20
32 C 6.901 1.106 -3.080  0.13
33 O 7.637 0.254 -2.614  -0.57
34 C 5.335 1.040 -3.130  1.22
35 F 4.918 0.009 -3.880  -0.29
36 F 4.976 0.872 -1.891  -0.21
37 F 4.803 2.148 -3.658  -0.28
38 H 8.502 2.882 -5.908  0.30
39 H 10.044 3.392 -5.112  0.38
40 H 8.541 4.265 -4.779  0.31
41 H 9.156 2.781 -2.887  0.28
42 H 9.177 1.406 -4.074  0.34
43 C 0.180 0.175 -11.090  -1.05
44 C 0.122 0.448 -9.607  -0.23
45 O 1.093 -0.256 -8.862  -0.29
46 C 0.805 -1.532 -8.477  0.28
47 O -0.124 -2.206 -8.866  -0.49
48 C 1.665 -2.086 -7.300  0.92
49 F 2.848 -2.656 -7.646  -0.29
50 F 2.062 -1.125 -6.465  -0.20
51 F 0.963 -3.031 -6.725  -0.23
52 H -0.631 0.474 -11.754  0.34
53 H 0.404 -0.871 -11.299  0.31
54 H 1.086 0.696 -11.402  0.30
55 H -0.866 0.196 -9.224  0.33
56 H 0.335 1.509 -9.476  0.32
57 C 1.983 -1.049 -2.845  -1.30
58 C 1.054 -1.881 -1.980  -0.01
59 O 1.145 -1.200 -0.747  -0.06
60 C 0.059 -0.768 -0.057  0.50
61 O -1.076 -0.755 -0.542  -0.22
62 C 0.331 -0.365 1.432  0.23
63 F 1.602 -0.591 1.729  -0.24
64 F 0.091 0.919 1.651  -0.14
65 F -0.418 -1.062 2.309  -0.07
66 H 1.675 -0.004 -2.873  0.13
67 H 1.945 -1.351 -3.892  0.31
68 H 3.000 -0.869 -2.497  0.29
69 H 1.399 -2.909 -1.869  0.30
70 H 0.053 -1.861 -2.409  0.22
71 C -1.812 4.011 1.725  -0.86
72 C -2.916 4.490 0.799  -0.09
73 O -2.843 5.786 0.222  -0.31
74 C -3.257 6.818 0.972  0.44
75 O -3.825 6.651 2.033  -0.52
76 C -3.202 8.206 0.356  0.83
77 F -2.345 8.240 -0.627  -0.24
78 F -4.338 8.579 -0.173  -0.26
79 F -2.922 9.178 1.242  -0.26
80 H -1.691 2.965 1.443  0.12
81 H -1.962 4.194 2.789  0.41
82 H -0.842 4.424 1.451  0.26
83 H -3.912 4.359 1.223  0.43
84 H -2.870 3.816 -0.056  0.04
85 C -1.331 1.921 -2.527  -0.09
86 C -0.513 3.214 -2.630  -0.55
87 O 0.376 3.347 -1.570  -0.15
88 C 1.621 2.996 -1.614  0.57
89 O 2.126 2.401 -2.570  -0.57
90 C 2.550 3.459 -0.423  0.66
91 F 3.223 2.428 0.079  -0.21
92 F 3.390 4.326 -0.920  -0.25
93 F 1.834 4.052 0.546  -0.24
94 H -2.027 2.013 -1.693  -0.08
95 H -0.634 1.097 -2.373  -0.28
96 H -1.899 1.724 -3.436  0.47
97 H -1.232 4.030 -2.548  0.38
98 H -0.013 3.388 -3.583  0.32
99 C 0.979 -2.832 4.839  -1.11
100 C 0.197 -2.951 6.074  0.10
101 O 0.555 -4.153 6.716  -0.22
102 C 0.633 -4.217 8.051  0.38
103 O 0.363 -3.324 8.846  -0.55
104 C 1.092 -5.660 8.591  0.83
105 F 0.095 -6.120 9.329  -0.24
106 F 1.408 -6.469 7.633  -0.23
107 F 2.159 -5.518 9.370  -0.26
108 H 0.874 -3.767 4.290  0.35
109 H 2.046 -2.873 5.058  0.37
110 H 0.738 -1.922 4.290  0.18
111 H -0.850 -3.101 5.812  0.21
112 H 0.284 -2.063 6.701  0.11
113 C -4.096 -1.862 -1.173  -1.08
114 C -4.105 -0.967 -0.030  0.59
115 O -5.368 -0.997 0.677  -0.34
116 C -6.224 0.066 0.629  0.39
117 O -5.962 1.133 0.099  -0.53
118 C -7.491 -0.089 1.510  0.80
119 F -8.299 0.913 1.265  -0.23
120 F -8.201 -1.252 1.257  -0.25
121 F -7.086 0.053 2.829  -0.19
122 H -4.260 -2.856 -0.758  0.26
123 H -3.131 -1.610 -1.612  0.11
124 H -4.841 -1.550 -1.906  0.42
125 H -3.844 0.033 -0.376  0.25
126 H -3.385 -1.349 0.693  -0.20

Computed properties:
ΔE to the lowest compared entry with this formula, charge and spin = 88.52 kcal per mole
highest occupied orbital energy = -11.0599 eV
spin multiplicity = 1
structure (SMILES) = CCOC(=O)C(F)(F)F.CCOC(=O)C(F)(F)F.CCOC(=O)C(F)(F)F.CCOC(=O)C(F)(F)F.CCOC(=O)C(F)(F)F.CCOC(=O)C(F)(F)F.CCOC(=O)C(F)(F)F.CCOC(=O)C(F)(F)F.CCOC(=O)C(F)(F)F
LUMO = 0.003 hartree

***

This record from OMol25 describes C36H45N3O2P2RhS2Se2 as an isolated structure. The level of theory is wB97M-V/def2-TZVPD.

Each line ends with the Mulliken charge.
CARTESIAN COORDINATES (ANGSTROEM)
1 Rh -1.234 0.427 -0.574  -0.33
2 O -0.639 4.237 -3.219  -0.38
3 C 0.326 3.672 -4.100  -1.63
4 C 0.683 2.222 -3.787  2.41
5 C 1.753 1.880 -4.868  -1.48
6 O 2.202 0.540 -4.830  -0.49
7 C 1.363 1.991 -2.443  -0.43
8 Se 0.423 2.171 -0.737  -0.17
9 C -0.460 1.225 -4.002  -1.76
10 Se -1.921 1.232 -2.710  -0.10
11 H -0.768 5.152 -3.488  0.29
12 H 1.245 4.269 -4.059  0.46
13 H -0.049 3.715 -5.129  0.46
14 H 2.593 2.577 -4.777  0.47
15 H 1.307 2.021 -5.855  0.48
16 H 2.908 0.449 -4.183  0.30
17 H 2.216 2.667 -2.323  0.65
18 H 1.756 0.976 -2.463  -0.85
19 H -0.025 0.228 -4.042  0.60
20 H -0.938 1.411 -4.966  0.59
21 C 4.080 0.948 3.693  -1.03
22 S 3.624 0.077 2.184  0.13
23 C 2.927 -1.401 2.966  -0.76
24 C 2.564 -2.507 1.975  -1.15
25 C 1.087 -2.668 1.618  -0.53
26 N 0.398 -1.546 0.964  0.78
27 P 0.240 -1.276 -0.712  1.41
28 C -0.728 -2.633 -1.435  0.82
29 C -1.019 -2.564 -2.797  -0.11
30 C -1.755 -3.565 -3.409  -0.76
31 C -2.221 -4.639 -2.662  -0.70
32 C -1.954 -4.705 -1.302  -0.94
33 C -1.210 -3.706 -0.690  -0.74
34 C 1.918 -1.533 -1.345  1.99
35 C 2.265 -2.751 -1.934  -1.31
36 C 3.573 -2.983 -2.330  -0.82
37 C 4.539 -2.001 -2.151  -0.89
38 C 4.199 -0.791 -1.562  -1.26
39 C 2.894 -0.556 -1.157  -0.44
40 P -0.948 -0.648 1.516  1.06
41 C -0.519 0.403 2.912  1.12
42 C -1.389 0.585 3.986  -0.80
43 C -1.114 1.552 4.943  -0.80
44 C 0.016 2.348 4.824  -0.75
45 C 0.872 2.182 3.743  -1.50
46 C 0.604 1.220 2.783  -0.89
47 C -2.213 -1.801 2.078  0.54
48 C -2.090 -2.523 3.268  -0.21
49 C -3.049 -3.461 3.613  -0.93
50 C -4.140 -3.676 2.780  -0.64
51 C -4.275 -2.955 1.603  -0.83
52 C -3.312 -2.022 1.250  -0.61
53 H 4.497 1.912 3.407  0.37
54 H 4.833 0.390 4.248  0.35
55 H 3.207 1.112 4.325  0.28
56 H 2.062 -1.123 3.577  0.22
57 H 3.699 -1.769 3.643  0.65
58 H 2.813 -3.460 2.452  0.48
59 H 3.189 -2.454 1.080  0.37
60 H 0.534 -2.894 2.533  0.50
61 H 1.002 -3.554 0.985  0.38
62 H -0.677 -1.719 -3.381  0.20
63 H -1.972 -3.501 -4.467  0.45
64 H -2.799 -5.419 -3.138  0.39
65 H -2.328 -5.532 -0.713  0.47
66 H -1.040 -3.760 0.377  0.38
67 H 1.516 -3.515 -2.090  0.46
68 H 3.837 -3.929 -2.783  0.45
69 H 5.558 -2.183 -2.464  0.46
70 H 4.955 -0.034 -1.397  0.49
71 H 2.633 0.368 -0.657  0.64
72 H -2.283 -0.017 4.077  0.47
73 H -1.786 1.682 5.781  0.47
74 H 0.227 3.101 5.572  0.45
75 H 1.745 2.814 3.636  0.71
76 H 1.264 1.108 1.932  0.74
77 H -1.253 -2.341 3.932  0.47
78 H -2.950 -4.020 4.534  0.45
79 H -4.891 -4.405 3.055  0.43
80 H -5.128 -3.119 0.958  0.48
81 H -3.412 -1.468 0.323  0.35
82 S -3.239 1.548 0.301  -0.39
83 C -2.978 3.238 0.269  0.49
84 N -2.255 3.936 -0.578  0.25
85 C -2.316 5.367 -0.314  -0.58
86 C -3.071 5.428 1.030  -0.55
87 N -3.546 4.053 1.171  -0.20
88 H -1.790 3.524 -1.384  -0.06
89 H -2.860 5.876 -1.112  0.32
90 H -1.313 5.786 -0.242  0.31
91 H -3.896 6.137 1.014  0.32
92 H -2.401 5.685 1.853  0.28
93 H -3.990 3.684 1.993  0.24

Computed properties:
ΔE to the lowest compared entry with this formula, charge and spin = 13.52 kcal per mole
highest occupied orbital energy (spin up / spin down) = -9.6737 / -9.6739 eV
spin multiplicity = 1
charge = +1
LUMO (spin up / spin down) = -0.120 / -0.120 hartree